108
Properties=species:S:1:pos:R:3:forces:R:3:lowdin_charge:R:1 method="wB97M-V/def2-TZVPD" total_energy_ev=-51085.5025 gap_ev=9.48 homo_ev=-8.97 de_lowest_kj_mol=69.4 smiles=COCCNCCOC.CC(C)O.CC(C)O.CC(C)O.CC(C)O.CC(C)O.CO.CO.CO.CO
C -1.85768 2.36656 4.23604 0.88 -0.73 -0.33 -0.07
O -1.16933 1.17630 4.72791 -0.79 1.08 -0.50 -0.18
C -1.31427 0.14559 3.75743 -0.48 0.13 0.52 -0.23
C -0.23300 0.24233 2.75324 1.94 0.58 -1.49 -0.20
N 1.12893 0.04125 3.29482 0.65 0.07 -0.45 -0.04
C 2.26988 0.51297 2.43274 -0.96 0.43 1.49 -0.15
C 2.23768 1.98572 1.97994 1.58 -0.57 -0.76 -0.25
O 1.89098 2.78880 3.04922 -1.11 1.00 0.66 -0.18
C 1.95392 4.15852 2.67487 -0.57 -0.28 0.01 -0.08
H -1.55679 3.23264 4.80929 0.12 -0.03 0.46 0.08
H -2.93519 2.19968 4.35249 0.11 0.18 -0.34 0.09
H -1.53715 2.59013 3.18371 -0.61 -0.31 0.73 0.08
H -2.28690 0.20885 3.24847 0.19 0.19 0.10 0.10
H -1.31876 -0.80294 4.28213 0.27 -0.23 0.20 0.12
H -0.26538 1.22456 2.22643 -0.29 -0.41 0.26 0.11
H -0.30511 -0.52137 1.98576 -0.59 -0.14 -0.28 0.09
H 1.22645 0.54223 4.15484 -0.22 0.28 0.62 0.10
H 2.39645 -0.19962 1.65456 -0.07 -0.12 -1.22 0.07
H 3.19012 0.42430 3.02608 -0.37 -0.12 0.20 0.13
H 1.63787 2.22634 1.07576 0.16 -0.35 0.36 0.11
H 3.32209 2.22526 1.78025 -0.77 -0.20 -0.61 0.13
H 1.40495 4.37782 1.75356 -0.27 -0.33 -0.08 0.07
H 2.97165 4.40772 2.45593 0.87 0.44 0.11 0.08
H 1.52186 4.79937 3.44631 0.27 -0.32 0.16 0.10
C 2.96494 3.74826 -2.54924 0.21 -0.17 0.23 -0.05
C 3.85610 3.68144 -1.26320 -0.28 0.21 -1.13 -0.44
C 4.56779 2.34024 -1.07884 -0.43 0.52 -0.04 -0.05
O 4.87593 4.69675 -1.30952 -0.08 0.20 -1.23 -0.08
H 2.69897 4.77763 -2.82528 0.31 -0.08 0.24 0.07
H 2.00379 3.22547 -2.46698 0.30 -0.18 0.33 0.06
H 3.48873 3.28392 -3.39503 0.01 0.14 0.10 0.08
H 3.21846 3.97966 -0.42213 0.24 -0.44 0.12 0.12
H 3.94663 1.55592 -0.73761 -1.25 -0.89 -0.03 0.04
H 5.25504 2.42294 -0.27733 1.01 0.44 0.74 0.06
H 5.11189 1.98552 -1.94793 -0.04 0.25 -0.35 0.08
H 5.09717 4.82661 -2.25996 -0.10 -0.08 1.04 0.10
C 4.34621 -1.57315 -2.42658 0.14 -0.42 -0.92 -0.05
C 3.33107 -1.86351 -3.49428 -0.32 1.13 -0.58 -0.45
C 2.39871 -2.89413 -2.94410 -0.92 -1.15 -0.77 -0.08
O 2.64700 -0.58862 -3.78823 0.38 -0.97 0.14 -0.07
H 4.65643 -2.57645 -2.15105 0.77 0.18 0.46 0.09
H 3.89585 -1.07431 -1.59655 -0.48 0.21 0.66 0.07
H 5.13432 -0.94050 -2.79545 0.58 0.00 -0.08 0.08
H 3.81350 -2.23919 -4.42589 -0.26 0.36 0.51 0.15
H 1.45571 -2.98751 -3.52255 0.47 0.03 0.28 0.10
H 2.15673 -2.71157 -1.91491 -0.31 0.44 0.56 0.05
H 2.89289 -3.87858 -2.92976 -0.12 0.22 -0.25 0.09
H 1.97432 -0.74985 -4.46003 0.02 -0.03 0.00 0.10
C -3.28934 -1.12147 -2.89164 0.68 0.05 -0.87 -0.05
C -2.85561 -2.43965 -2.32409 -1.48 0.14 1.55 -0.52
C -3.89122 -3.55007 -2.50539 0.96 -0.46 -0.49 -0.04
O -1.58718 -2.74680 -2.83274 0.68 -0.58 -0.40 -0.06
H -4.25763 -0.78973 -2.58657 -0.62 0.05 0.66 0.07
H -3.34199 -1.17233 -3.97318 0.19 -0.03 -0.40 0.08
H -2.54367 -0.38873 -2.61242 0.08 0.43 -0.04 0.06
H -2.81615 -2.25286 -1.22170 0.32 -0.36 -0.47 0.12
H -4.06776 -3.79998 -3.55793 0.17 0.14 0.00 0.08
H -4.84363 -3.29663 -2.07429 -0.30 0.18 0.39 0.08
H -3.48900 -4.44113 -2.01019 -0.36 0.02 -0.06 0.06
H -1.32887 -3.63970 -2.53505 -0.43 0.45 -0.01 0.06
C -1.61929 2.95129 -1.74675 -0.29 -0.97 -0.65 -0.05
C -0.94051 3.49302 -0.55076 0.39 1.50 1.40 -0.47
C -0.53047 4.96201 -0.68326 -0.32 0.47 -0.74 -0.05
O -1.74252 3.37801 0.66744 -0.07 -0.06 -0.34 -0.08
H -0.90541 2.81396 -2.57151 0.01 0.11 0.27 0.09
H -2.38332 3.65562 -2.11803 -0.17 -0.68 0.28 0.10
H -1.94657 1.91838 -1.46812 -0.42 0.91 -0.52 0.08
H -0.06334 2.89311 -0.33131 0.28 -0.10 -0.05 0.11
H 0.05958 5.32989 0.14683 0.15 -0.09 0.22 0.06
H -1.35117 5.69504 -0.85124 -0.15 -0.78 0.47 0.10
H 0.02240 5.12587 -1.59851 0.61 -0.25 -0.21 0.07
H -2.13602 4.24139 0.84483 0.01 -0.17 -0.07 0.09
C -2.38051 -3.71276 3.01075 0.51 0.04 -0.68 -0.04
C -3.47162 -3.34783 2.03120 0.34 0.81 -0.24 -0.49
C -3.23874 -1.92564 1.53839 0.01 1.40 -0.16 -0.06
O -3.52505 -4.26898 0.96618 -0.59 -0.47 -0.20 -0.05
H -1.50691 -3.85356 2.35082 0.15 0.02 0.65 0.08
H -2.55682 -4.62068 3.57376 -0.15 -0.20 0.00 0.08
H -2.19008 -2.88972 3.69265 0.13 0.03 0.16 0.06
H -4.43403 -3.36818 2.49498 -0.80 -0.28 0.30 0.13
H -3.32280 -1.15407 2.34990 -0.47 -0.89 -0.66 0.07
H -3.86186 -1.58462 0.66399 0.41 -0.56 1.02 0.09
H -2.19194 -1.78837 1.24759 0.11 -0.25 -0.32 0.07
H -2.71350 -4.26512 0.44918 0.29 0.17 -0.02 0.04
C 0.12716 -4.58862 -0.68481 -0.04 -0.06 0.21 -0.11
O -1.23176 -4.93106 -0.99839 0.08 -0.24 0.32 -0.15
H 0.75675 -4.83547 -1.55662 0.18 -0.50 0.71 0.08
H 0.13350 -3.50935 -0.68351 0.04 0.40 0.45 0.05
H 0.44419 -4.97887 0.33196 -0.14 0.35 -1.40 0.11
H -1.33676 -5.88531 -0.91819 -0.04 0.04 -0.06 0.10
C -4.82988 1.71754 0.27775 0.11 -0.43 0.31 -0.15
O -3.61075 1.14158 0.69772 0.31 -0.22 0.29 -0.16
H -4.82250 1.89071 -0.79974 -0.09 0.31 -0.03 0.07
H -5.59139 0.97234 0.49948 -0.22 0.03 -0.10 0.07
H -5.07749 2.61464 0.85204 0.02 0.12 -0.25 0.08
H -2.97263 1.82700 0.93310 -0.01 0.23 -0.30 0.03
C 2.53846 -2.81156 1.59022 0.39 1.23 -0.10 -0.18
O 1.33979 -2.72473 2.30116 -0.74 -1.48 -0.25 -0.13
H 2.40526 -2.49704 0.54926 -0.17 -0.44 -0.32 0.04
H 3.25344 -2.05838 1.93776 0.31 -0.43 0.37 0.07
H 2.97870 -3.81444 1.63487 -0.23 0.20 0.10 0.09
H 1.17587 -1.89504 2.75432 0.58 0.78 0.31 0.02
C 0.32989 -0.52941 -0.96638 -0.33 -0.23 0.92 -0.15
O 1.19103 0.43412 -1.56199 -0.62 -0.04 0.72 -0.13
H -0.23024 -1.17003 -1.65635 0.18 0.29 -0.32 0.06
H 0.84376 -1.22748 -0.26196 0.05 0.48 -0.36 0.06
H -0.42098 -0.00491 -0.34192 0.38 -0.04 -0.39 0.08
H 1.68762 0.02480 -2.27287 0.30 -0.22 -0.48 0.02